59
Properties=species:S:1:pos:R:3:forces:R:3 method="wB97M-V/def2-TZVPD" energy_ev=-96137.871 charge=+2 e_above_lowest_kj_mol=43.6
Ti -0.15811 -0.17325 0.24670 0.1671 0.1066 -0.0766
C 2.21775 -0.48146 -3.51258 0.0109 -0.0028 0.0243
C 2.91595 -0.83489 -2.23295 -0.0965 0.0453 0.0230
N 4.04010 -1.52116 -2.29768 0.0611 -0.0228 0.0021
C 4.68918 -1.85491 -1.17774 -0.0390 -0.0064 -0.0454
C 4.26774 -1.49106 0.08432 -0.0046 0.0085 0.0682
C 5.03774 -1.86634 1.32638 0.0007 0.0125 -0.0107
O 4.16785 -2.32547 2.35669 -0.0100 0.0231 0.0000
C 3.07048 -0.76659 0.17592 -0.0036 0.0005 -0.0212
C 2.62173 -0.21994 1.44101 0.0318 0.0104 0.0348
N 1.41921 0.17558 1.66216 -0.0057 -0.0049 -0.1359
C 1.12926 0.79246 2.91936 0.0003 0.0262 0.0609
C 1.57552 0.25279 4.11758 0.0166 -0.0257 -0.0267
C 1.26925 0.88720 5.31166 -0.0097 0.0112 0.0015
C 0.51216 2.04989 5.31625 0.0105 -0.0156 -0.0013
C 0.04941 2.59068 4.12333 -0.0075 0.0205 0.0116
C 0.36342 1.94905 2.94127 -0.0109 0.0099 -0.0929
I -0.27418 2.72520 1.09719 -0.0324 -0.1227 -0.0067
C 2.37359 -0.45966 -0.99072 0.1297 -0.0504 -0.0683
O 1.19601 0.19931 -0.95334 -0.3217 -0.2564 0.3157
H 2.88285 -0.68254 -4.34767 0.0021 0.0041 -0.0015
H 1.93405 0.57239 -3.52016 -0.0018 -0.0007 -0.0229
H 1.31434 -1.08334 -3.64532 0.0007 -0.0044 -0.0006
H 5.59158 -2.44114 -1.30703 0.0045 0.0040 -0.0097
H 5.56121 -0.98938 1.71641 0.0029 -0.0111 0.0153
H 5.79989 -2.60557 1.08021 0.0048 0.0049 -0.0077
H 4.14920 -3.28780 2.35964 -0.0021 0.0056 -0.0058
H 3.36084 -0.08356 2.22488 -0.0025 0.0091 0.0122
H 2.14382 -0.67002 4.11028 -0.0033 -0.0021 0.0119
H 1.61680 0.46318 6.24344 -0.0006 0.0035 0.0033
H 0.27371 2.54064 6.24958 -0.0022 0.0010 0.0003
H -0.53978 3.49714 4.12337 -0.0005 -0.0007 0.0022
S -0.80766 -1.59505 2.09719 0.0860 0.0045 0.0176
C -2.29522 -0.95844 1.51347 0.0329 0.0130 -0.0558
N -2.19860 -0.02458 0.57977 0.0360 -0.0503 -0.1606
C -3.44668 0.43885 0.16362 -0.0041 -0.0167 0.0452
C -3.70141 1.43912 -0.76567 0.0189 0.0076 -0.0102
C -5.01746 1.77637 -1.02125 -0.0012 -0.0026 0.0028
C -6.06823 1.13140 -0.36358 0.0054 -0.0109 0.0084
C -5.82235 0.14287 0.57136 -0.0137 0.0043 -0.0046
C -4.49935 -0.19461 0.82676 0.0092 -0.0244 0.0222
S -3.88881 -1.37697 1.96135 0.0012 0.0163 -0.0080
H -2.87656 1.94367 -1.24716 -0.0090 0.0065 -0.0075
H -5.24249 2.56050 -1.73155 0.0022 0.0010 -0.0018
H -7.08866 1.41510 -0.57980 -0.0005 0.0022 -0.0017
H -6.63500 -0.34799 1.08905 -0.0033 0.0019 -0.0022
N -0.86901 2.01936 -2.67818 0.0138 0.0209 0.0443
N -1.50084 1.13584 -3.56000 -0.0116 -0.0061 -0.0275
C -1.59071 -0.17212 -3.29646 0.0184 0.0041 -0.0716
N -2.09138 -0.97308 -4.22194 0.0239 -0.0121 0.0037
N -1.15646 -0.55979 -2.07164 0.0494 0.0564 0.2139
N -0.87127 -1.83205 -1.85804 -0.0496 0.0801 -0.1325
O -1.02498 -2.75559 -2.60832 -0.0060 -0.0290 -0.0164
O -0.36486 -2.01040 -0.69627 -0.0740 0.1478 0.0919
H -1.36095 2.90484 -2.70743 -0.0067 -0.0056 -0.0146
H 0.09380 2.16698 -2.96651 -0.0114 -0.0108 -0.0074
H -1.75409 1.45563 -4.48505 0.0036 0.0061 0.0077
H -2.38346 -0.61773 -5.11891 -0.0005 0.0093 0.0046
H -2.10989 -1.96958 -4.06725 0.0018 0.0064 0.0063